The following is a quantum chemistry calculation of a structure of composition C37H44ClN14O5PSSr, from OMol25.

Cartesian coordinates (Å):
Sr (-0.383, 0.548, -0.097)
C (-6.100, -0.108, 2.272)
N (-4.955, 0.518, 1.636)
C (-4.961, 1.752, 1.045)
C (-3.713, 1.931, 0.518)
N (-2.951, 0.831, 0.775)
C (-3.712, -0.012, 1.442)
P (-3.231, -1.656, 2.049)
C (-1.675, -1.247, 2.885)
N (-0.657, -0.564, 2.399)
C (0.225, -0.396, 3.423)
C (-0.261, -0.998, 4.549)
N (-1.470, -1.535, 4.204)
C (-2.341, -2.281, 5.094)
C (-2.638, -2.384, 0.493)
N (-1.661, -1.965, -0.291)
C (-1.653, -2.798, -1.372)
C (-2.635, -3.736, -1.239)
N (-3.257, -3.472, -0.051)
C (-4.396, -4.201, 0.479)
H (-6.772, 0.671, 2.623)
H (-5.777, -0.703, 3.122)
H (-6.635, -0.749, 1.571)
H (-5.835, 2.379, 1.053)
H (-3.317, 2.771, -0.026)
H (1.142, 0.156, 3.296)
H (0.143, -1.092, 5.543)
H (-1.915, -2.250, 6.093)
H (-2.424, -3.320, 4.778)
H (-3.335, -1.838, 5.122)
H (-0.948, -2.670, -2.176)
H (-2.942, -4.551, -1.872)
H (-4.522, -5.110, -0.104)
H (-5.307, -3.607, 0.405)
H (-4.228, -4.467, 1.519)
N (-0.062, 5.085, -7.545)
C (-0.337, 4.230, -6.483)
C (0.503, 4.195, -5.368)
C (0.201, 3.383, -4.292)
C (-0.941, 2.595, -4.319)
C (-1.784, 2.619, -5.418)
C (-1.487, 3.437, -6.492)
S (-1.301, 1.561, -2.943)
O (-0.988, 2.355, -1.748)
O (-2.672, 1.123, -3.049)
N (-0.250, 0.358, -2.853)
C (-0.189, -0.551, -3.863)
N (0.632, -1.604, -3.651)
C (0.756, -2.480, -4.637)
C (0.089, -2.365, -5.844)
C (-0.736, -1.257, -5.961)
N (-0.885, -0.360, -5.002)
H (0.901, 5.359, -7.641)
H (-0.481, 4.831, -8.424)
H (1.391, 4.816, -5.347)
H (0.847, 3.362, -3.423)
H (-2.662, 1.989, -5.420)
H (-2.148, 3.466, -7.350)
H (1.418, -3.320, -4.444)
H (0.203, -3.089, -6.638)
H (-1.306, -1.081, -6.869)
C (1.700, -2.570, -0.502)
N (2.965, -3.295, -0.646)
C (3.665, -3.269, 0.639)
N (3.920, -1.905, 1.107)
C (2.633, -1.216, 1.220)
N (1.901, -1.179, -0.058)
C (2.768, -0.507, -1.056)
N (4.052, -1.193, -1.214)
C (3.786, -2.572, -1.625)
C (4.719, -1.218, 0.087)
H (1.073, -3.083, 0.232)
H (1.197, -2.550, -1.466)
H (4.618, -3.793, 0.535)
H (3.058, -3.790, 1.384)
H (2.793, -0.190, 1.549)
H (2.021, -1.741, 1.957)
H (2.942, 0.515, -0.719)
H (2.245, -0.497, -2.013)
H (4.736, -3.098, -1.746)
H (3.261, -2.555, -2.582)
H (4.897, -0.190, 0.411)
H (5.679, -1.730, -0.013)
C (1.167, 3.646, 5.064)
C (2.105, 2.524, 4.717)
C (2.234, 1.442, 5.584)
C (3.099, 0.402, 5.302)
Cl (3.214, -0.938, 6.415)
C (3.872, 0.406, 4.154)
C (3.759, 1.482, 3.290)
C (2.886, 2.530, 3.555)
O (2.905, 3.575, 2.667)
C (1.710, 3.872, 1.940)
C (0.995, 2.627, 1.415)
O (1.698, 1.757, 0.832)
O (-0.243, 2.551, 1.576)
H (0.893, 3.597, 6.117)
H (0.253, 3.588, 4.470)
H (1.632, 4.614, 4.874)
H (1.652, 1.420, 6.498)
H (4.531, -0.422, 3.929)
H (4.333, 1.523, 2.374)
H (2.040, 4.458, 1.082)
H (1.019, 4.470, 2.529)

HOMO: -7.75 eV
frontier orbital gap: 7.9 eV
strongest force on any atom: 0.6 eV/A
LUMO level: 0.17 eV

Here are the Mulliken charges for atoms 1 to 6, given in e: 1.67, -0.84, 0.22, -0.67, -1.00, 1.03